[1]
The following is a DFT calculation (ωB97M-V/def2-TZVPD) of C5H4O in the gas phase at a distorted geometry.

Values from the calculation:
largest force on an atom = 8.21 eV Å⁻¹
energy relative to the best compared isomer or geometry (same formula, charge and spin) = 349.7 kJ/mol
E = -7292.084 eV
HOMO energy = -10.3221 eV
LUMO energy = 0.69 eV

Structure (ORCA input):
```
! wB97M-V def2-TZVPD RIJCOSX def2/J DEFGRID3
* xyz 0 1
H -1.86778 -0.12199 -0.51660
H -1.19510 1.53528 -0.78238
O 2.17700 1.52564 0.25995
C 0.31826 -0.01483 -0.78771
C 0.18081 -1.16850 0.25332
C -0.97827 0.60264 -0.42942
H -0.81799 -1.75135 0.37390
C -0.05388 0.31397 0.82872
H 1.10990 -1.72212 0.63455
C 1.12705 0.80127 0.16566
*
```

[2]
The following is a DFT calculation (ωB97M-V/def2-TZVPD) of C5H4O in the gas phase at a distorted geometry.

Values from the calculation:
largest force on an atom = 7.69 eV Å⁻¹
⟨S²⟩ = 2.026
energy relative to the best compared isomer or geometry (same formula, charge and spin) = 0.0 kJ/mol
E = -7291.805 eV
HOMO energy (alpha / beta) = -7.5624 / -9.2467 eV
LUMO energy (alpha / beta) = 1.06 / -0.49 eV

Structure (ORCA input):
```
! wB97M-V def2-TZVPD RIJCOSX def2/J DEFGRID3
* xyz 0 3
C -0.62993 -0.40101 -0.04453
H 1.96693 -0.89146 2.08448
H -1.21206 -1.26054 0.31204
C 0.84571 1.04997 -0.60924
O -0.10377 1.12608 -1.50557
C 0.70344 0.05292 0.36524
C 1.71361 -0.05347 1.39455
C -1.14223 0.21815 -1.14434
H 1.72832 1.76957 -0.61967
H -1.93566 0.23754 -1.73877
*
```

[3]
The following is a DFT calculation (ωB97M-V/def2-TZVPD) of a molecular structure, C5H4O2 at a distorted geometry.

Values from the calculation:
largest force on an atom = 4.41 eV Å⁻¹
energy relative to the best compared isomer or geometry (same formula, charge and spin) = 560.6 kJ/mol
E = -9338.372 eV
HOMO energy = -8.8690 eV
LUMO energy = -0.55 eV

Structure (ORCA input):
```
! wB97M-V def2-TZVPD RIJCOSX def2/J DEFGRID3
* xyz 0 1
H 0.14829 -1.10615 1.89456
C -0.53492 -0.86277 0.27670
O -0.36737 -0.36555 1.50422
C 1.59448 -0.85504 -2.00404
C 0.63821 -1.43285 -1.29357
H -0.68701 0.40283 -1.70008
H -1.62352 -0.92513 -0.11856
H 0.70463 0.86751 -0.78706
O 2.43549 -0.21377 -2.43935
C 0.27058 -2.07439 -0.10458
C -0.00804 -0.03164 -0.89812
*
```

[4]
The following is a DFT calculation (ωB97M-V/def2-TZVPD) of C5H4O2 in the gas phase.

Values from the calculation:
largest force on an atom = 0.58 eV Å⁻¹
energy relative to the best compared isomer or geometry (same formula, charge and spin) = 293.7 kJ/mol
E = -9341.138 eV
HOMO energy = -8.4686 eV
LUMO energy = -0.97 eV

Structure (ORCA input):
```
! wB97M-V def2-TZVPD RIJCOSX def2/J DEFGRID3
* xyz 0 1
C -0.78193 0.52811 0.84142
O -1.56593 1.66273 -1.15680
C 0.89985 -1.13665 0.33043
O 0.23104 0.38786 -1.40370
H 1.70167 -0.93155 -1.66706
H -0.51709 1.42328 1.42683
C -0.79647 0.93145 -0.61432
H 1.57085 -1.96567 0.54868
H -1.82391 0.35252 1.14041
C 0.07130 -0.59110 1.35217
C 0.98306 -0.60143 -0.91808
*
```

[5]
The following is a DFT calculation (ωB97M-V/def2-TZVPD) of 2 unconnected molecules or ions with the total composition C5H4O2S at a distorted geometry.

Values from the calculation:
largest force on an atom = 6.45 eV Å⁻¹
energy relative to the best compared isomer or geometry (same formula, charge and spin) = 312.8 kJ/mol
E = -20176.358 eV
HOMO energy = -8.5760 eV
LUMO energy = -1.29 eV

Structure (ORCA input):
```
! wB97M-V def2-TZVPD RIJCOSX def2/J DEFGRID3
* xyz 0 1
C 0.54708 0.02961 -0.42497
C -1.79198 -0.06666 0.17168
O 2.69746 -1.16317 0.15990
O -2.57994 2.20584 -0.27176
H -0.26323 -1.82279 0.43347
S -0.05325 1.63645 -0.77806
H -2.69479 -0.38889 0.77817
H 2.37630 0.70434 -0.86609
C -0.56619 -0.75626 0.06116
H 2.11938 -1.51711 1.30247
C 1.90676 -0.20743 -0.29279
C -1.69759 1.34607 -0.27318
*
```

[6]
The following is a DFT calculation (ωB97M-V/def2-TZVPD) of a molecular structure, C5H4OTl at a distorted geometry.

Values from the calculation:
largest force on an atom = 4.12 eV Å⁻¹
⟨S²⟩ = 0.766
E = -11982.620 eV
HOMO energy (alpha / beta) = -4.8780 / -6.6148 eV
LUMO energy (alpha / beta) = -1.38 / -1.40 eV

Structure (ORCA input):
```
! wB97M-V def2-TZVPD RIJCOSX def2/J DEFGRID3
* xyz 0 2
C 2.02960 1.37238 2.01765
O -0.10954 -1.99393 -1.03355
C 0.61799 -0.32493 0.64440
C 0.75985 0.64959 1.65401
H 1.92153 1.36251 3.30053
C 0.31054 0.73707 2.94527
Tl -1.55547 -3.85152 -2.19158
C 0.27749 -1.19996 -0.15591
H -0.22065 1.55516 3.43627
H 2.01880 2.40656 1.64652
H 2.92231 0.78095 1.77385
*
```